The following is a DFT calculation (ωB97M-V/def2-TZVPD) of a cluster of 21 separate species, C42H126O42 in total in a non-equilibrium geometry.

Last column: Mulliken charge in e.
Geometry (Å):
C -0.850 -3.373 -3.029  0.04
C -2.202 -3.002 -2.418  -0.20
O -2.356 -1.570 -2.651  0.41
O -0.922 -3.334 -4.441  -0.75
H -0.657 -4.425 -2.821  0.54
H -0.020 -2.788 -2.632  -0.46
H -2.188 -3.284 -1.365  -0.12
H -3.015 -3.527 -2.920  0.25
H -3.273 -1.310 -2.762  -0.09
H -0.960 -2.389 -4.603  0.33
C -2.797 5.292 1.737  -1.08
C -1.717 4.347 2.327  0.17
O -0.523 4.339 1.554  0.57
O -3.382 4.847 0.518  -0.33
H -2.286 6.254 1.741  0.44
H -3.537 5.321 2.536  0.36
H -2.205 3.374 2.265  -0.13
H -1.592 4.536 3.393  0.43
H 0.025 3.609 1.853  -0.42
H -4.131 5.407 0.302  0.26
C 6.263 0.853 1.187  0.48
C 6.634 1.104 2.659  -0.94
O 5.653 1.759 3.487  -0.43
O 6.191 2.175 0.625  -0.56
H 5.305 0.383 0.965  -0.24
H 6.994 0.271 0.625  0.43
H 7.579 1.608 2.859  0.39
H 6.795 0.175 3.204  0.40
H 5.721 2.710 3.375  0.26
H 5.507 2.694 1.053  0.25
C -3.819 2.514 -2.483  -0.24
C -2.885 3.698 -2.544  0.07
O -1.953 3.434 -3.578  -0.67
O -4.567 2.350 -3.670  -0.60
H -4.537 2.702 -1.686  0.52
H -3.336 1.607 -2.119  -0.35
H -2.373 3.609 -1.586  -0.17
H -3.366 4.668 -2.673  0.52
H -1.644 2.529 -3.496  -0.05
H -5.156 3.101 -3.773  0.35
C -6.300 -0.098 -2.602  -0.18
C -7.199 -1.127 -3.308  -0.65
O -6.913 -2.420 -2.855  -0.50
O -4.938 -0.371 -2.853  -0.28
H -6.353 -0.114 -1.514  0.22
H -6.593 0.877 -2.994  0.21
H -7.090 -1.232 -4.388  0.31
H -8.258 -0.936 -3.131  0.33
H -6.159 -2.809 -3.305  0.28
H -4.534 0.363 -3.323  0.15
C 3.194 -0.806 -6.288  -0.01
C 4.393 -0.853 -7.192  -0.76
O 4.360 0.175 -8.183  -0.52
O 3.076 0.376 -5.507  -0.46
H 3.358 -1.722 -5.720  -0.09
H 2.313 -0.940 -6.916  0.54
H 4.481 -1.868 -7.579  0.36
H 5.209 -0.624 -6.507  0.27
H 3.657 -0.022 -8.807  0.32
H 3.700 0.327 -4.780  0.41
C -1.339 8.948 -1.307  -0.66
C -1.600 7.467 -0.893  0.34
O -0.446 6.880 -0.374  -0.54
O -2.590 9.531 -1.659  -0.52
H -0.608 9.089 -2.103  0.30
H -0.814 9.494 -0.524  0.36
H -1.921 6.857 -1.738  0.00
H -2.378 7.345 -0.139  0.10
H -0.609 5.950 -0.203  0.18
H -2.774 10.277 -1.083  0.30
C 2.903 5.537 5.071  -0.65
C 2.231 4.844 3.827  0.02
O 2.517 3.430 3.832  -0.17
O 4.306 5.554 5.125  -0.52
H 2.620 5.065 6.012  0.28
H 2.461 6.533 5.100  0.35
H 2.628 5.360 2.953  0.32
H 1.179 5.106 3.718  0.04
H 1.895 3.061 4.463  -0.28
H 4.546 5.713 6.041  0.33
C 0.101 0.541 -4.271  -0.40
C -0.797 0.531 -5.512  -0.87
O -1.505 -0.695 -5.523  -0.49
O -0.773 0.772 -3.138  1.04
H 0.817 1.356 -4.378  0.34
H 0.729 -0.347 -4.198  0.22
H -0.167 0.542 -6.401  0.43
H -1.482 1.373 -5.608  0.33
H -2.138 -0.735 -6.244  0.25
H -1.257 -0.055 -3.078  -0.48
C -5.327 -6.879 -0.617  -0.86
C -4.914 -5.456 -0.905  0.09
O -4.077 -4.944 0.117  -0.26
O -5.882 -7.080 0.677  -0.57
H -4.436 -7.490 -0.764  0.31
H -5.944 -7.262 -1.430  0.38
H -5.797 -4.827 -1.023  0.28
H -4.353 -5.396 -1.838  0.12
H -4.312 -4.016 0.187  0.46
H -5.206 -6.865 1.323  0.32
C -0.296 2.001 5.376  1.04
C -0.748 0.593 5.840  -0.46
O -1.385 0.701 7.111  -0.61
O 0.864 2.414 6.040  -0.62
H -1.088 2.724 5.568  0.36
H -0.110 1.972 4.302  -0.91
H 0.129 -0.048 5.933  0.55
H -1.382 0.215 5.038  -0.01
H -1.364 -0.188 7.473  0.38
H 0.887 2.175 6.969  0.35
C 2.318 -5.612 -5.396  -0.77
C 2.345 -4.567 -4.245  0.26
O 3.649 -4.150 -4.085  -0.69
O 2.655 -6.940 -4.958  -0.55
H 2.907 -5.463 -6.301  0.36
H 1.269 -5.565 -5.688  0.35
H 2.105 -5.129 -3.343  0.32
H 1.783 -3.664 -4.481  -0.02
H 4.058 -4.812 -3.524  0.32
H 2.631 -7.536 -5.710  0.31
C 2.053 3.694 -0.889  -0.51
C 2.905 3.642 0.418  0.02
O 2.595 2.579 1.270  0.57
O 2.202 2.709 -1.880  -0.35
H 2.235 4.631 -1.416  0.59
H 0.985 3.731 -0.678  -0.23
H 2.674 4.584 0.916  0.03
H 3.979 3.650 0.235  -0.03
H 2.795 2.893 2.155  -0.23
H 2.069 1.834 -1.507  -0.04
C 3.029 -2.942 -0.293  -0.14
C 3.298 -1.949 -1.400  1.63
O 4.435 -2.325 -2.077  -0.96
O 2.521 -4.202 -0.779  -0.43
H 2.363 -2.528 0.464  -0.13
H 3.915 -3.092 0.324  0.09
H 3.321 -0.879 -1.194  -0.63
H 2.523 -2.007 -2.165  -0.26
H 4.023 -2.832 -2.781  0.68
H 1.809 -4.403 -0.167  0.42
C 5.392 0.823 -2.492  0.90
C 5.305 2.270 -3.022  -0.37
O 6.394 2.460 -3.961  -0.65
O 4.896 0.001 -3.495  -0.38
H 4.846 0.694 -1.558  -0.73
H 6.379 0.497 -2.163  0.28
H 5.506 3.019 -2.256  0.19
H 4.372 2.495 -3.537  0.23
H 6.095 2.215 -4.840  0.35
H 4.972 -0.924 -3.249  0.23
C 0.047 -0.317 -0.218  1.11
C -0.622 0.767 0.611  0.47
O 0.281 1.123 1.711  1.29
O 1.021 0.130 -1.180  1.25
H -0.634 -0.887 -0.850  -1.00
H 0.635 -0.991 0.404  -0.47
H -1.629 0.548 0.965  -0.62
H -0.824 1.678 0.047  -0.22
H 1.130 1.445 1.398  -0.99
H 0.602 0.397 -2.001  -0.57
C -4.121 -0.694 2.300  0.68
C -3.703 -1.302 0.889  -0.18
O -4.451 -2.441 0.637  -0.47
O -3.877 -1.643 3.370  -0.47
H -5.192 -0.500 2.250  0.19
H -3.534 0.211 2.456  -0.40
H -2.649 -1.574 0.831  -0.15
H -3.825 -0.686 -0.002  0.02
H -5.393 -2.267 0.567  0.25
H -3.935 -2.530 3.009  0.31
C 2.626 -0.735 4.281  -0.41
C 3.478 -1.103 3.119  0.42
O 3.779 -2.503 2.900  -0.63
O 1.283 -0.958 3.951  0.76
H 2.786 0.335 4.419  -0.06
H 2.982 -1.190 5.206  0.60
H 4.488 -0.702 3.203  -0.02
H 3.137 -0.702 2.165  -0.21
H 4.572 -2.601 2.367  0.33
H 1.070 -0.485 3.143  -0.44
C 0.205 -4.018 5.267  -0.21
C 1.392 -4.951 4.933  -0.49
O 1.915 -4.665 3.669  -0.54
O 0.604 -2.745 5.764  -0.56
H -0.385 -4.553 6.011  0.42
H -0.450 -3.773 4.431  0.09
H 1.105 -5.997 5.050  0.44
H 2.171 -4.725 5.661  0.38
H 2.368 -3.824 3.765  0.10
H 0.668 -2.203 4.974  0.07
C -5.223 2.004 5.547  -0.64
C -4.245 2.435 4.451  0.57
O -4.771 2.663 3.124  -0.41
O -5.637 0.741 5.493  -0.52
H -6.034 2.714 5.710  0.43
H -4.736 2.022 6.521  0.37
H -3.446 1.702 4.334  -0.48
H -3.827 3.400 4.740  0.16
H -5.722 2.692 3.252  0.28
H -5.010 0.077 5.196  0.32
C -0.189 -6.959 1.106  -0.73
C -0.561 -5.460 1.086  -0.17
O 0.518 -4.580 1.158  -0.07
O 0.250 -7.225 2.404  -0.51
H 0.516 -7.231 0.321  0.37
H -1.083 -7.565 0.955  0.29
H -1.216 -5.257 1.934  0.28
H -1.026 -5.254 0.122  0.08
H 0.813 -4.601 2.071  0.03
H 1.085 -7.695 2.338  0.31

LUMO level, eV: 0.05
E_tot, eV: -131580.585
Energy above the lowest of the compared OMol25 structures with the same formula, charge and spin, kJ/mol: 395.7
Frontier orbital gap, eV: 9.42
HOMO level, eV: -9.37
Net charge: 0